Computed, not measured: a molecular structure, C28H36N7O3PS2Ti, with ωB97M-V/def2-TZVPD.

Structure (XYZ):
```
78
Properties=species:S:1:pos:R:3:forces:R:3
Ti -0.789 0.888 1.402 -0.43 -1.61 0.15
C 3.277 0.831 2.499 0.09 -0.12 0.03
C 2.108 1.304 1.697 -0.30 0.16 0.02
O 0.938 1.000 2.181 0.91 -0.04 0.25
C 2.268 2.075 0.574 -0.06 0.09 -0.06
C 1.178 2.751 -0.053 0.03 -0.11 0.04
C 1.425 3.908 -0.969 0.08 0.06 -0.03
N -0.042 2.414 0.246 -0.15 0.45 -0.19
N -1.083 3.224 -0.211 0.31 -0.01 -0.06
C -2.084 3.069 0.591 -0.06 -0.03 0.09
O -1.974 2.274 1.655 -0.63 1.14 -0.27
C -3.376 3.722 0.317 0.02 -0.06 0.25
C -3.474 4.772 -0.593 0.00 -0.01 -0.05
C -4.711 5.333 -0.861 -0.01 0.00 0.02
C -5.851 4.849 -0.228 0.02 -0.01 -0.01
C -5.753 3.806 0.683 0.05 -0.01 0.01
C -4.512 3.247 0.961 -0.15 0.04 0.04
H 3.087 1.027 3.555 0.01 0.00 -0.04
H 4.197 1.326 2.194 0.00 -0.04 0.01
H 3.390 -0.250 2.373 -0.02 0.04 0.01
H 3.273 2.333 0.267 -0.04 0.03 0.01
H 2.482 3.987 -1.213 0.00 0.02 -0.01
H 1.101 4.830 -0.482 0.01 -0.01 -0.01
H 0.830 3.812 -1.878 0.01 -0.01 0.01
H -2.580 5.134 -1.083 -0.02 -0.01 0.00
H -4.788 6.153 -1.564 0.00 -0.02 0.01
H -6.818 5.286 -0.446 0.03 -0.01 0.01
H -6.636 3.421 1.177 0.04 0.02 -0.03
H -4.423 2.439 1.674 0.01 0.02 -0.03
S -1.378 -0.119 3.480 -0.16 0.10 -0.05
C -3.112 -0.208 3.260 -0.10 0.01 0.60
C -3.910 -0.271 4.467 0.20 0.08 -0.32
N -4.526 -0.314 5.438 0.06 -0.02 -0.07
C -3.711 -0.233 2.047 -0.56 0.00 -0.30
S -2.832 -0.230 0.552 0.16 -0.21 0.09
C -5.157 -0.308 1.950 0.39 0.04 0.13
N -6.303 -0.336 1.859 0.09 -0.01 -0.04
O 0.011 -0.428 0.107 0.30 -0.21 -0.23
P 0.995 -1.456 -0.402 -0.14 0.33 0.20
N 1.949 -0.854 -1.599 0.32 0.17 -0.04
C 3.418 -0.679 -1.549 -0.20 0.19 0.09
C 3.721 0.104 -2.820 -0.04 -0.03 -0.03
C 2.500 1.002 -2.973 0.01 0.02 -0.01
C 1.343 0.087 -2.587 0.18 -0.40 0.04
N 0.125 -2.729 -0.972 -0.24 -0.03 -0.42
C 0.841 -3.775 -1.745 -0.24 0.06 0.03
C -0.240 -4.406 -2.625 -0.01 0.01 -0.01
C -1.233 -3.267 -2.841 -0.01 -0.02 -0.01
C -1.271 -2.588 -1.480 0.22 -0.17 0.01
N 1.982 -1.967 0.814 0.14 -0.33 0.15
C 1.254 -2.297 2.091 0.25 0.00 -0.22
C 2.129 -3.350 2.761 -0.01 0.02 0.02
C 2.750 -4.098 1.588 -0.03 0.01 0.02
C 3.057 -2.981 0.600 -0.13 0.21 0.11
H 3.942 -1.629 -1.544 -0.02 -0.16 0.04
H 3.716 -0.116 -0.657 -0.03 -0.02 -0.01
H 3.784 -0.582 -3.668 0.04 0.00 0.00
H 4.662 0.649 -2.750 -0.01 0.02 -0.01
H 2.381 1.406 -3.978 0.00 0.01 0.02
H 2.567 1.833 -2.272 -0.02 0.03 0.00
H 0.981 -0.464 -3.459 -0.02 -0.06 -0.02
H 0.504 0.625 -2.156 -0.09 0.07 0.13
H 1.303 -4.511 -1.087 -0.01 -0.01 0.05
H 1.627 -3.325 -2.361 0.00 0.04 0.01
H -0.726 -5.227 -2.094 0.01 0.02 0.00
H 0.179 -4.802 -3.550 -0.03 -0.01 0.01
H -2.219 -3.613 -3.151 0.04 0.02 -0.02
H -0.858 -2.575 -3.601 -0.01 -0.01 0.02
H -1.963 -3.093 -0.807 0.01 -0.03 0.07
H -1.571 -1.549 -1.522 0.02 0.15 -0.01
H 0.261 -2.696 1.877 -0.08 -0.03 -0.07
H 1.129 -1.405 2.695 0.01 0.10 0.01
H 1.544 -3.990 3.420 0.03 0.02 0.00
H 2.910 -2.873 3.360 -0.03 0.00 -0.03
H 2.024 -4.796 1.164 0.00 0.02 -0.02
H 3.646 -4.658 1.855 -0.01 -0.02 0.00
H 3.088 -3.341 -0.423 -0.02 0.03 -0.14
H 4.028 -2.532 0.822 0.01 0.06 0.01
```
Forces are in eV/Å.

The HOMO-LUMO gap is 0.266 Ha. As for the LUMO energy: -0.4 eV. As for the relative energy (zero: lowest compared OMol25 entry of this formula, charge and spin): 40.22 kJ/mol. The calculation puts the HOMO energy at -7.62 eV. As for the charge: 0.

Here are the Löwdin charges for atoms 1 to 4, given in e: Ti 0.764; C 0.002; C -0.411; O -0.223